DFT (the ωB97M-V functional and the def2-TZVPD basis) results for a 4-piece molecular cluster, C35H46ClNO15PS overall in a non-equilibrium geometry.

The geometry in XYZ format:
```
100
Properties=species:S:1:pos:R:3
C 0.11 -5.51 1.23
C 1.58 -4.79 1.18
C 2.02 -4.21 -0.29
Cl 1.54 -5.31 -1.73
C 1.60 -2.61 -0.53
C 2.53 -1.58 0.37
O 2.80 -1.72 1.68
O 3.17 -0.40 -0.30
N 0.12 -2.36 -0.45
C -0.33 -1.87 0.91
C -1.99 -1.95 1.07
C -2.44 -1.89 2.67
C -4.08 -1.95 2.69
C -4.73 -2.91 3.85
C -6.17 -2.28 4.41
C -7.49 -2.98 3.72
C -7.56 -2.81 2.09
C -7.79 -4.24 1.28
C -6.47 -4.70 0.39
C -5.55 -5.67 1.37
O -5.42 -7.04 0.86
C -4.21 -7.21 0.04
P -0.38 -1.18 -1.74
S 0.22 0.64 -1.40
H 0.24 -6.65 1.54
H -0.51 -5.47 0.23
H -0.56 -4.97 2.05
H 1.62 -4.02 2.06
H 2.37 -5.64 1.45
H 3.22 -4.20 -0.29
H 1.92 -2.39 -1.66
H 0.10 -2.48 1.82
H -0.04 -0.73 1.13
H -2.47 -1.08 0.43
H -2.40 -3.00 0.67
H -2.13 -0.81 3.06
H -1.92 -2.71 3.33
H -4.58 -0.88 2.83
H -4.43 -2.39 1.65
H -3.99 -2.92 4.79
H -4.88 -4.03 3.54
H -6.18 -1.09 4.37
H -6.21 -2.55 5.57
H -7.62 -4.13 3.97
H -8.45 -2.44 4.16
H -6.65 -2.25 1.61
H -8.52 -2.15 1.84
H -8.11 -5.08 2.03
H -8.69 -4.11 0.51
H -5.91 -3.73 0.03
H -6.76 -5.35 -0.57
H -6.08 -5.76 2.44
H -4.54 -5.11 1.57
H -3.67 -8.25 0.29
H -4.55 -7.17 -1.11
H -3.38 -6.38 0.23
H 0.23 -1.62 -2.97
H -1.80 -1.14 -1.96
C 3.87 5.55 0.28
C 3.43 5.43 -0.98
C 2.32 4.49 -1.32
O 1.93 4.41 -2.48
C 1.75 3.67 -0.24
C 2.20 3.79 1.02
C 3.28 4.75 1.36
O 3.66 4.85 2.53
O 1.67 3.02 2.04
O 3.98 6.17 -2.00
H 4.67 6.23 0.54
H 0.96 2.98 -0.50
H 2.15 3.29 2.85
H 3.49 5.91 -2.81
C 2.03 8.61 -4.21
C 1.57 9.81 -4.57
C 0.50 9.96 -5.59
O 0.09 11.08 -5.89
C -0.01 8.74 -6.23
C 0.45 7.54 -5.88
C 1.50 7.39 -4.83
O 1.90 6.27 -4.52
O -0.02 6.38 -6.47
O 2.07 10.97 -3.99
H 2.81 8.49 -3.47
H -0.78 8.86 -6.99
H 0.47 5.65 -6.05
H 1.58 11.71 -4.41
C 7.54 1.11 -1.47
C 6.58 0.83 -0.59
C 6.88 0.66 0.86
O 5.97 0.42 1.64
C 8.28 0.78 1.29
C 9.24 1.06 0.42
C 8.94 1.26 -1.03
O 9.85 1.53 -1.81
O 10.56 1.17 0.82
O 5.27 0.69 -1.00
H 7.34 1.24 -2.52
H 8.48 0.63 2.35
H 11.07 1.38 0.00
H 4.76 0.49 -0.18
```

Its HOMO energy is -4.9727 eV. The multiplicity is 1. The value obtained for the HOMO-LUMO gap is 4.60 eV. Its net charge is -1.